1.
C42H97N3O18S5 | ωB97M-V/def2-TZVPD

```
! RIJCOSX wB97M-V def2-TZVPD def2/J DEFGRID3
* xyz 0 1
O -4.39 -3.19 -3.35
S -4.15 -3.68 -4.69
O -4.12 -2.84 -5.90
O -2.77 -4.61 -4.66
C -2.01 -4.70 -5.84
C -0.61 -5.19 -5.59
C -5.46 -4.98 -5.05
H -2.05 -3.72 -6.31
H -2.52 -5.40 -6.50
H -0.62 -6.14 -5.05
H 0.01 -4.52 -4.98
H 0.02 -5.42 -6.45
H -5.37 -5.80 -4.33
H -5.25 -5.39 -6.03
H -6.44 -4.52 -5.06
O 1.28 -2.20 -4.69
S 1.09 -0.83 -5.30
O 1.65 -0.52 -6.61
O -0.52 -0.36 -5.36
C -1.37 -0.93 -4.39
C -2.65 -0.15 -4.29
C 1.66 0.47 -4.03
H -0.84 -1.03 -3.44
H -1.46 -1.98 -4.64
H -2.39 0.86 -3.96
H -3.29 -0.52 -3.49
H -3.21 -0.03 -5.22
H 2.67 0.20 -3.70
H 0.87 0.42 -3.28
H 1.64 1.45 -4.51
O 0.09 -3.41 3.03
S -1.27 -3.61 3.55
O -2.33 -2.60 3.42
O -1.81 -5.09 2.94
C -0.97 -6.24 2.69
C -1.15 -6.53 1.26
C -1.23 -4.11 5.34
H -1.15 -7.03 3.42
H 0.08 -6.00 2.91
H -0.73 -5.70 0.70
H -2.18 -6.65 0.91
H -0.70 -7.47 0.95
H -0.86 -3.32 5.99
H -0.65 -5.03 5.42
H -2.23 -4.33 5.71
O 1.40 2.13 3.09
S 0.71 2.70 4.23
O 1.38 3.75 5.09
O -0.72 3.37 3.71
C -1.29 4.44 4.46
C -2.23 3.96 5.57
C -0.02 1.31 5.24
H -2.03 4.95 3.85
H -0.57 5.21 4.72
H -2.96 4.73 5.81
H -1.69 3.77 6.50
H -2.79 3.04 5.41
H -0.81 0.76 4.74
H -0.35 1.77 6.18
H 0.84 0.75 5.62
O 1.79 -0.85 -0.56
S 0.39 -0.78 -0.26
O -0.44 0.18 -0.96
O -0.28 -2.30 -0.37
C -1.50 -2.42 -1.06
C -2.33 -3.56 -0.47
C 0.10 -0.52 1.57
H -1.42 -2.53 -2.14
H -2.16 -1.57 -0.89
H -2.29 -3.37 0.60
H -1.84 -4.51 -0.71
H -3.39 -3.55 -0.70
H 0.77 -1.08 2.22
H -0.89 -0.89 1.80
H 0.08 0.57 1.62
C 4.85 -1.05 -1.37
C 5.49 -2.31 -0.74
C 6.90 -1.75 -0.17
C 6.75 -1.01 1.11
C 6.07 -1.95 2.07
C 4.66 -2.36 1.62
N 4.68 -2.92 0.30
O 3.43 -3.30 -0.14
C 4.27 -3.56 2.55
C 3.70 -1.22 1.91
C 5.78 -3.33 -1.87
H 3.99 -1.38 -1.94
H 5.59 -0.58 -2.02
H 4.53 -0.32 -0.62
H 7.49 -2.66 -0.02
H 7.48 -1.26 -0.95
H 6.09 -0.15 1.01
H 7.69 -0.71 1.58
H 5.89 -1.37 2.97
H 6.77 -2.75 2.34
H 4.91 -4.39 2.26
H 4.57 -3.41 3.59
H 3.28 -3.98 2.33
H 3.94 -0.79 2.88
H 3.66 -0.41 1.18
H 2.69 -1.64 1.92
H 4.95 -3.69 -2.47
H 6.18 -4.25 -1.45
H 6.52 -2.99 -2.60
H 3.15 -2.41 -0.37
C 3.19 7.62 -1.09
C 3.09 6.10 -0.47
C 2.42 6.25 0.86
C 1.80 5.02 1.50
C 0.88 4.29 0.46
C 1.67 3.92 -0.86
N 2.22 5.20 -1.32
O 2.65 5.13 -2.61
C 2.65 2.73 -0.63
C 0.57 3.44 -1.80
C 4.50 5.48 -0.26
H 3.43 8.40 -0.36
H 2.21 7.87 -1.49
H 3.91 7.61 -1.91
H 3.04 6.78 1.59
H 1.67 7.03 0.71
H 1.29 5.23 2.44
H 2.64 4.39 1.78
H 0.03 4.95 0.28
H 0.46 3.39 0.90
H 3.50 2.76 -1.31
H 3.02 2.83 0.39
H 2.07 1.83 -0.83
H 1.07 3.11 -2.71
H -0.06 2.65 -1.38
H -0.10 4.21 -2.19
H 5.13 5.18 -1.10
H 4.37 4.58 0.35
H 5.06 6.24 0.30
H 3.52 4.75 -2.66
C -3.68 4.17 1.13
C -3.69 2.68 0.84
C -3.43 2.06 2.26
C -3.80 0.55 2.37
C -5.22 0.34 1.89
C -5.54 0.78 0.46
N -5.04 2.21 0.33
O -5.22 2.68 -0.97
C -5.00 -0.28 -0.56
C -7.10 0.90 0.36
C -2.58 2.27 -0.09
H -3.90 4.69 0.20
H -2.67 4.47 1.41
H -4.35 4.48 1.94
H -2.40 2.21 2.57
H -4.14 2.55 2.93
H -3.61 0.11 3.35
H -3.11 0.03 1.72
H -5.99 0.66 2.60
H -5.22 -0.75 1.86
H -5.70 -1.10 -0.74
H -4.91 0.20 -1.54
H -4.10 -0.80 -0.24
H -7.51 1.47 1.20
H -7.31 1.50 -0.52
H -7.58 -0.08 0.35
H -2.41 1.20 -0.15
H -1.64 2.77 0.14
H -2.77 2.68 -1.08
H -6.03 3.20 -0.92
*
```

Output
SMILES: CC1(C)CCCC(C)(C)N1O.CC1(C)CCCC(C)(C)N1O.CC1(C)CCCC(C)(C)N1O.CCOS(C)(=O)=O.CCOS(C)(=O)=O.CCOS(C)(=O)=O.CCOS(C)(=O)=O.CCOS(C)(=O)=O
Frontier orbital gap, eV: 7.70
E, eV: -140619.2505
LUMO, eV: -0.087
F_max, eV/Å: 4.450
Relative energy (zero: lowest compared OMol25 entry of this formula, charge and spin), eV: 1.208

***

2.
C43H112BBrN3O20 | ωB97M-V/def2-TZVPD

```
! RIJCOSX wB97M-V def2-TZVPD def2/J DEFGRID3
* xyz 1 1
C -0.39 -3.96 2.10
C -0.64 -3.58 0.98
C -1.01 -3.11 -0.36
C -0.99 -1.60 -0.59
C -1.32 -1.44 -2.10
C -0.59 -2.26 -3.17
C 0.91 -2.58 -3.17
C 1.84 -1.41 -3.54
C 3.17 -1.91 -4.13
C 4.28 -2.15 -3.11
O 4.25 -3.53 -2.69
C 5.35 -3.91 -1.97
C 5.38 -3.56 -0.51
O 6.21 -4.56 -2.49
C 0.42 -0.95 -0.45
C 1.55 -1.58 0.35
N 2.01 -2.89 -0.12
C 0.01 0.34 0.36
O 1.03 1.06 0.96
C 1.08 2.43 0.60
C 2.03 3.18 1.55
C 3.21 2.26 1.92
C 1.24 3.71 2.77
C 0.66 5.11 2.48
C 2.13 3.85 4.02
C -1.02 -0.24 1.32
C -1.40 0.77 2.41
C -0.35 0.67 3.52
C -0.43 -0.48 4.45
O -0.81 0.86 4.83
N -2.03 -0.82 0.32
B -3.04 -1.77 1.09
N -2.94 -1.97 2.53
O -3.85 -2.52 0.30
C -2.90 0.33 -0.15
Br -4.38 0.55 1.18
C -3.63 0.39 -1.50
C -4.68 -0.64 -1.87
H -0.20 -4.31 3.08
H -0.26 -3.55 -1.02
H -1.96 -3.55 -0.67
H -1.25 -0.38 -2.34
H -2.37 -1.70 -2.21
H -1.12 -3.20 -3.28
H -0.78 -1.75 -4.12
H 1.02 -3.29 -3.99
H 1.27 -3.13 -2.30
H 1.35 -0.72 -4.21
H 2.13 -0.83 -2.66
H 3.55 -1.13 -4.80
H 3.04 -2.85 -4.66
H 5.26 -1.92 -3.54
H 4.17 -1.49 -2.24
H 5.35 -2.48 -0.36
H 6.30 -3.93 -0.08
H 4.55 -4.03 0.02
H 0.76 -0.54 -1.39
H 1.33 -1.68 1.41
H 2.39 -0.87 0.31
H 2.68 -2.81 -0.87
H 2.39 -3.45 0.63
H -0.42 0.96 -0.43
H 0.09 2.89 0.69
H 1.43 2.55 -0.43
H 2.43 4.05 1.02
H 4.05 2.85 2.27
H 3.53 1.72 1.02
H 2.90 1.55 2.68
H 0.43 3.05 3.05
H -0.35 5.21 2.86
H 1.25 5.87 3.00
H 0.70 5.37 1.42
H 2.46 2.89 4.41
H 2.98 4.50 3.79
H 1.55 4.34 4.80
H -0.58 -1.09 1.85
H -1.41 1.81 2.08
H -2.32 0.54 2.94
H 0.64 1.02 3.28
H -1.27 -1.16 4.40
H 0.56 -0.76 4.77
H -3.85 -1.88 2.97
H -2.53 -2.87 2.77
H -3.87 -3.42 0.67
H -2.39 1.28 -0.03
H -2.94 0.51 -2.33
H -4.15 1.35 -1.46
H -5.13 -0.31 -2.82
H -4.31 -1.65 -2.04
H -5.51 -0.70 -1.17
C 5.39 -6.04 -5.12
O 5.31 -6.95 -6.22
H 4.37 -5.76 -4.85
H 5.86 -6.51 -4.26
H 5.94 -5.14 -5.39
H 6.21 -7.20 -6.46
C 4.05 -0.27 4.15
O 2.84 -0.91 3.72
H 4.58 -0.97 4.79
H 4.68 -0.03 3.29
H 3.83 0.64 4.70
H 2.39 -0.29 3.14
C -2.22 -6.19 -4.20
O -2.39 -5.01 -3.41
H -1.27 -6.10 -4.73
H -2.19 -7.08 -3.56
H -3.03 -6.29 -4.92
H -3.24 -5.09 -2.96
C -6.71 -4.94 1.39
O -5.48 -5.49 0.90
H -6.86 -3.98 0.90
H -7.55 -5.59 1.16
H -6.67 -4.78 2.47
H -5.35 -6.34 1.33
C 2.53 2.44 -4.65
O 1.58 1.76 -3.83
H 3.30 1.72 -4.93
H 2.06 2.83 -5.56
H 3.00 3.26 -4.11
H 0.90 2.39 -3.58
C 0.97 8.26 5.62
O 0.50 7.10 4.91
H 2.01 8.10 5.87
H 0.89 9.14 4.98
H 0.39 8.41 6.53
H -0.42 7.25 4.69
C 5.06 8.32 6.31
O 4.05 9.01 5.60
H 4.58 7.73 7.09
H 5.62 7.65 5.65
H 5.76 9.01 6.78
H 4.46 9.54 4.91
C -4.76 -9.08 -3.66
O -3.55 -9.05 -4.42
H -5.12 -8.06 -3.58
H -5.52 -9.69 -4.15
H -4.58 -9.47 -2.65
H -3.23 -9.95 -4.49
C -4.52 -5.07 -7.02
O -5.24 -5.18 -5.79
H -3.63 -4.47 -6.84
H -4.22 -6.06 -7.37
H -5.13 -4.59 -7.78
H -6.02 -5.72 -5.96
C -0.51 -0.49 8.37
O -1.75 -0.22 7.73
H -0.72 -1.08 9.26
H 0.15 -1.07 7.72
H -0.01 0.43 8.66
H -1.57 0.30 6.94
C -4.80 -8.43 -9.16
O -4.21 -7.29 -9.79
H -5.58 -8.06 -8.49
H -5.26 -9.09 -9.89
H -4.07 -8.98 -8.57
H -3.52 -7.62 -10.38
C 3.39 11.83 2.62
O 3.40 10.94 3.74
H 4.39 11.83 2.19
H 2.67 11.49 1.87
H 3.13 12.84 2.94
H 2.53 10.93 4.13
C 7.53 11.70 2.43
O 6.55 12.41 1.68
H 7.00 11.12 3.19
H 8.09 11.01 1.79
H 8.23 12.38 2.92
H 7.00 12.92 1.01
C -2.25 4.01 5.15
O -1.15 3.33 4.55
H -2.29 5.01 4.72
H -3.20 3.49 4.95
H -2.12 4.09 6.23
H -1.12 2.44 4.94
C -7.92 1.43 -4.12
O -7.72 0.78 -2.87
H -6.95 1.50 -4.61
H -8.59 0.85 -4.76
H -8.33 2.43 -3.99
H -8.58 0.71 -2.43
*
```

Output
Frontier orbital gap, eV: 9.09
E, eV: -162532.3335
LUMO, eV: -2.049
F_max, eV/Å: 2.919